No. 1
Density functional theory data (the ωB97M-V functional and the def2-TZVPD basis) for C42H40N12OP2Rh as an isolated structure.

Atoms and positions in Å:
1 Rh 0.1844 -0.9421 0.5262
2 C -2.1503 -3.4092 -0.5299
3 C -1.5265 -3.7257 0.8344
4 P -1.0818 -2.3491 1.9584
5 C 0.0620 -3.0888 3.1569
6 C 0.3642 -2.3212 4.2852
7 C 1.2476 -2.7956 5.2367
8 C 1.8284 -4.0480 5.0785
9 C 1.5231 -4.8200 3.9691
10 C 0.6428 -4.3445 3.0068
11 C -2.4876 -1.9847 3.0629
12 C -2.7919 -3.0133 3.9598
13 C -3.8511 -2.8888 4.8419
14 C -4.6042 -1.7241 4.8632
15 C -4.2998 -0.6943 3.9878
16 C -3.2559 -0.8280 3.0847
17 C -1.7221 -2.0601 -1.1280
18 P -2.6840 -0.7397 -0.2558
19 C -1.4841 0.6464 -0.3097
20 C -1.1269 1.3074 0.8683
21 C -0.3556 2.4834 0.8175
22 C 0.0391 2.9921 -0.3932
23 C -0.2928 2.3320 -1.5886
24 C -1.0340 1.1811 -1.5466
25 C -3.9247 -0.1908 -1.4742
26 C -4.1703 1.1576 -1.7166
27 C -5.1997 1.5396 -2.5650
28 C -5.9904 0.5825 -3.1807
29 C -5.7587 -0.7642 -2.9362
30 C -4.7412 -1.1478 -2.0795
31 H -3.2391 -3.4115 -0.4436
32 H -1.8785 -4.2180 -1.2092
33 H -0.5654 -4.2041 0.6402
34 H -2.1373 -4.4380 1.3928
35 H -0.0868 -1.3438 4.4187
36 H 1.4887 -2.1844 6.0955
37 H 2.5188 -4.4213 5.8225
38 H 1.9737 -5.7948 3.8404
39 H 0.4380 -4.9667 2.1460
40 H -2.1980 -3.9190 3.9802
41 H -4.0768 -3.7004 5.5202
42 H -5.4233 -1.6194 5.5616
43 H -4.8788 0.2190 3.9978
44 H -3.0657 -0.0239 2.3924
45 H -1.8690 -2.0205 -2.2103
46 H -0.6082 -1.9895 -1.0453
47 H -1.4764 0.9595 1.8298
48 H -0.0868 2.9757 1.7410
49 H 0.6141 3.9079 -0.4298
50 H 0.0462 2.7324 -2.5370
51 H -1.3070 0.6786 -2.4666
52 H -3.5663 1.9218 -1.2430
53 H -5.3810 2.5910 -2.7441
54 H -6.7898 0.8835 -3.8441
55 H -6.3767 -1.5172 -3.4066
56 H -4.5875 -2.2035 -1.8873
57 N 2.9847 -2.0484 2.1587
58 C 2.3911 -0.8844 2.5724
59 N 2.8439 -0.1310 3.5526
60 N 1.9567 0.8764 3.6540
61 N 1.0141 0.7606 2.8001
62 N 1.2628 -0.3587 2.0690
63 C 2.5139 -2.7827 1.1060
64 N 3.0750 -3.8586 0.5904
65 N 2.2786 -4.2035 -0.4383
66 N 1.2862 -3.4038 -0.5513
67 N 1.3968 -2.4834 0.4421
68 H 3.8271 -2.3458 2.6232
69 C 0.2072 5.5332 -4.6133
70 C 1.4957 4.9986 -4.0548
71 C 2.4370 4.3801 -4.8712
72 C 3.6226 3.8867 -4.3496
73 C 3.8959 4.0118 -2.9936
74 N 5.1421 3.5381 -2.4991
75 C 5.3853 3.0403 -1.2431
76 O 6.4275 3.2097 -0.6571
77 N 4.3432 2.3302 -0.6310
78 C 3.4666 1.4117 -1.1958
79 C 3.5385 0.9379 -2.5030
80 C 2.6115 0.0029 -2.9270
81 C 1.6541 -0.4630 -2.0492
82 N 1.5983 -0.0245 -0.7862
83 C 2.4669 0.8931 -0.3725
84 C 2.9722 4.6390 -2.1646
85 C 1.7883 5.1201 -2.6973
86 H 0.2502 5.6112 -5.6980
87 H -0.0138 6.5213 -4.2096
88 H -0.6331 4.8822 -4.3603
89 H 2.2460 4.2881 -5.9330
90 H 4.3471 3.4091 -4.9978
91 H 5.9741 3.9371 -2.9089
92 H 4.5350 2.2062 0.3533
93 H 4.3202 1.2730 -3.1666
94 H 2.6472 -0.3890 -3.9332
95 H 0.9449 -1.2223 -2.3442
96 H 2.3708 1.2452 0.6488
97 H 3.1971 4.7771 -1.1151
98 H 1.0917 5.6429 -2.0523

Results
**Charge**: +1
**Orbital gap**: 7.2 eV
**Strongest force on any atom**: 0.44 eV/Å
**ΔE to the lowest compared entry with this formula, charge and spin**: 0.000 eV

---

No. 2
Density functional theory data (the ωB97M-V functional and the def2-TZVPD basis) for C42H41ClO2P2Ru as an isolated structure.

Atoms and positions in Å:
1 Ru 3.7431 -0.6061 2.7520
2 C 4.3891 1.2467 3.8062
3 C 3.1160 1.4885 3.3005
4 C 2.8150 2.3015 2.0521
5 C 2.6955 1.4372 0.7731
6 C 3.6736 0.2850 0.7119
7 C 5.0026 0.3114 1.1217
8 C 5.7304 1.5426 1.6357
9 C 5.6971 1.6736 3.1779
10 C 3.7897 -2.5331 1.9774
11 H 4.4610 0.9409 4.8483
12 H 2.2784 1.3246 3.9746
13 H 3.5795 3.0721 1.9208
14 H 1.8682 2.8312 2.2005
15 H 1.6875 1.0109 0.7292
16 H 2.8016 2.0749 -0.1178
17 H 3.3648 -0.5434 0.0769
18 H 5.6330 -0.5158 0.8042
19 H 5.3138 2.4391 1.1685
20 H 6.7765 1.4883 1.3163
21 H 6.4837 1.0404 3.6023
22 H 5.9402 2.7070 3.4688
23 H 4.2092 -3.2414 2.6991
24 H 4.3730 -2.5828 1.0489
25 H 2.7610 -2.8477 1.7579
26 P -5.3543 0.1757 -0.7898
27 P -3.7260 -1.2629 -3.8585
28 C -4.8504 0.9353 -2.3593
29 C -4.1566 0.4411 -3.4050
30 C -6.9057 1.0237 -0.3228
31 C -7.2217 2.3287 -0.7262
32 C -8.4328 2.9070 -0.3480
33 C -9.3327 2.1937 0.4450
34 C -9.0216 0.8970 0.8585
35 C -7.8188 0.3124 0.4687
36 C -4.1131 0.9694 0.3177
37 C -2.7679 0.5939 0.1690
38 C -1.7831 1.1292 0.9959
39 C -2.1297 2.0299 2.0053
40 C -3.4658 2.3903 2.1762
41 C -4.4516 1.8679 1.3374
42 C -4.5502 -1.3307 -5.5058
43 C -5.9545 -1.3193 -5.5348
44 C -6.6427 -1.4007 -6.7431
45 C -5.9389 -1.5223 -7.9431
46 C -4.5451 -1.5588 -7.9223
47 C -3.8535 -1.4605 -6.7139
48 C -1.9524 -1.2076 -4.3001
49 C -1.2041 -2.3798 -4.1206
50 C 0.1531 -2.4068 -4.4325
51 C 0.7815 -1.2554 -4.9110
52 C 0.0463 -0.0824 -5.0872
53 C -1.3157 -0.0580 -4.7892
54 H -5.0669 2.0048 -2.3732
55 H -3.8873 1.1447 -4.1944
56 H -6.5178 2.8852 -1.3376
57 H -8.6756 3.9134 -0.6776
58 H -10.2768 2.6460 0.7363
59 H -9.7229 0.3363 1.4702
60 H -7.5865 -0.7081 0.7608
61 H -2.4906 -0.1277 -0.5970
62 H -0.7460 0.8342 0.8600
63 H -1.3640 2.4413 2.6567
64 H -3.7453 3.0878 2.9614
65 H -5.4871 2.1642 1.4731
66 H -6.5129 -1.2520 -4.6031
67 H -7.7294 -1.3810 -6.7470
68 H -6.4745 -1.5948 -8.8854
69 H -3.9892 -1.6569 -8.8511
70 H -2.7681 -1.4790 -6.7111
71 H -1.6904 -3.2639 -3.7173
72 H 0.7241 -3.3197 -4.2872
73 H 1.8431 -1.2708 -5.1413
74 H 0.5342 0.8171 -5.4520
75 H -1.8901 0.8521 -4.9318
76 Cl 11.3411 -2.3448 6.9023
77 C 9.7257 -2.1340 6.2521
78 C 8.6094 -2.3861 7.0544
79 C 7.3206 -2.2126 6.5398
80 C 7.1360 -1.7839 5.2128
81 C 8.2664 -1.5347 4.4127
82 C 9.5529 -1.7098 4.9314
83 C 5.7760 -1.5705 4.6736
84 O 4.7191 -1.7579 5.4315
85 O 5.6154 -1.1076 3.4531
86 H 8.7386 -2.7112 8.0792
87 H 6.4709 -2.4065 7.1826
88 H 8.1576 -1.1981 3.3891
89 H 10.4146 -1.5108 4.3067

Results
**2S+1**: 5
**Charge**: +2
**Orbital gap (alpha / beta)**: 6.4 / 4.1 eV
**Strongest force on any atom**: 5.17 eV/Å
**ΔE to the lowest compared entry with this formula, charge and spin**: 0.000 eV
**⟨S²⟩**: 6.045

---

Which of these has the highest charge? C42H41ClO2P2Ru

---

What is the charge in the first record? +1

---

Number 2 is which compound? C42H41ClO2P2Ru

---

Look up the charge of the second one. +2